Here is C35H28BrN5O4Pb as an isolated structure from the Open Molecules 2025 dataset. Energies are from ωB97M-V with the def2-TZVPD basis set.

Structure (XYZ):
```
74
Properties=species:S:1:pos:R:3:lowdin_charge:R:1
Pb 0.11327 -0.04159 1.22066 1.560
C -3.43486 -0.17919 2.02769 -0.053
O -2.97809 0.31892 0.77007 -0.166
C -3.58815 -0.14995 -0.34309 -0.218
C -4.55579 -1.15035 -0.31107 0.007
C -5.17831 -1.58783 -1.46423 -0.029
C -4.85320 -1.03323 -2.69644 -0.051
C -3.88198 -0.06195 -2.75945 -0.002
C -3.23908 0.38101 -1.59728 -0.086
N -2.25080 1.37640 -1.77028 -0.010
N -1.79702 1.78876 -2.88238 0.272
C -0.92020 2.77129 -2.63152 -0.102
C -0.87086 2.93496 -1.24183 -0.154
O -1.72005 2.04720 -0.69824 0.128
C -0.06179 3.87557 -0.61137 0.031
C 0.68786 4.66505 -1.44293 0.044
C 0.66167 4.56114 -2.86537 -0.141
C 1.42967 5.42328 -3.67152 -0.001
C 1.38521 5.32401 -5.03956 -0.035
C 0.58518 4.35186 -5.65619 -0.030
C -0.17160 3.48680 -4.90078 -0.001
C -0.14942 3.58755 -3.50630 -0.090
H -4.49126 0.04373 2.17753 0.113
H -2.85293 0.34127 2.78484 0.082
H -3.26068 -1.25385 2.11354 0.106
H -4.83339 -1.59695 0.63148 0.116
H -5.92903 -2.36324 -1.39603 0.124
H -5.36634 -1.34691 -3.59371 0.121
H -3.61709 0.38827 -3.70403 0.120
H -0.04407 3.98463 0.46346 0.129
H 1.33464 5.41459 -1.00433 0.136
H 2.05139 6.17330 -3.19918 0.127
H 1.97056 5.99843 -5.64908 0.121
H 0.56528 4.28481 -6.73539 0.121
H -0.78370 2.72630 -5.36760 0.122
Br 5.92984 -4.00724 -1.92928 0.775
C 4.64969 -2.72866 -1.36372 -0.687
C 4.28609 -1.67932 -2.22283 -0.087
C 3.33854 -0.77309 -1.83031 -0.005
C 2.66888 -0.86862 -0.58538 -0.368
O 1.75297 0.01346 -0.31429 -0.284
C 3.07544 -1.91650 0.29436 -0.151
C 2.63283 -2.07958 1.63543 -0.064
N 1.58436 -1.57612 2.22559 -0.033
C 1.43423 -1.78934 3.62553 -0.205
C 1.89744 -2.90183 4.28858 -0.002
C 1.82411 -3.00773 5.68830 -0.039
C 1.27996 -2.00497 6.43746 -0.005
C 0.74547 -0.86647 5.79730 -0.135
C 0.15015 0.19832 6.50726 0.028
C -0.36172 1.27021 5.82728 -0.023
C -0.29217 1.26904 4.42886 -0.130
N 0.25756 0.29639 3.73419 -0.048
C 0.79691 -0.76717 4.38521 -0.171
C 4.08203 -2.82349 -0.12848 -0.085
H 4.76924 -1.58751 -3.18647 0.114
H 3.05885 0.04985 -2.47554 0.122
H 3.29436 -2.69842 2.24091 0.132
H 2.32998 -3.72762 3.73900 0.118
H 2.22048 -3.89128 6.16944 0.121
H 1.24035 -2.07480 7.51661 0.128
H 0.10555 0.15600 7.58826 0.134
H -0.81972 2.09894 6.34773 0.119
H -0.70925 2.09638 3.86191 0.116
H 4.39219 -3.61656 0.54147 0.114
C -0.42457 -2.41810 -2.57475 0.036
C -0.35371 -2.57599 -1.08515 -0.543
N 0.29650 -3.64116 -0.61979 0.222
O -0.88002 -1.73874 -0.32790 -0.153
H -0.25042 -3.35442 -3.10003 0.093
H 0.34458 -1.70056 -2.87071 0.097
H -1.39434 -2.01005 -2.85248 0.084
H 0.70024 -4.32566 -1.23619 0.129
H 0.39205 -3.78171 0.37253 0.122
```

Results
molecular weight: 869.74 g mol⁻¹
HOMO-LUMO gap: 5.92 eV
energy above the lowest of the compared OMol25 structures with the same formula, charge and spin: 0.629 eV
highest occupied orbital energy: -0.459 Eh
net charge: +2


Here is a 10-piece molecular cluster, C28H52N14O4 overall at a distorted geometry from the Open Molecules 2025 dataset. Energies are from ωB97M-V with the def2-TZVPD basis set.

Structure (XYZ):
```
98
Properties=species:S:1:pos:R:3:lowdin_charge:R:1
C 0.10842 2.08367 -4.76421 -0.159
C 1.25514 1.42427 -5.15772 -0.108
C 2.07685 2.44463 -5.53508 -0.141
N 1.47605 3.66696 -5.32081 0.002
C 0.18294 3.45000 -4.93449 -0.134
H -0.82298 1.65699 -4.42241 0.088
H 1.46899 0.39006 -4.93178 0.100
H 3.06672 2.45494 -5.96688 0.107
H 1.90443 4.57607 -5.42138 0.145
H -0.42998 4.28843 -4.63827 0.101
C -4.00300 1.48306 3.06652 -0.113
C -3.33147 2.18778 4.05893 -0.142
C -4.23666 2.64589 4.98823 -0.152
N -5.46978 2.20166 4.62136 -0.002
C -5.34271 1.45947 3.44993 -0.123
H -3.57293 1.15489 2.13178 0.092
H -2.28199 2.43137 4.13409 0.089
H -4.10387 3.23662 5.88255 0.105
H -6.34451 2.47339 5.04692 0.146
H -6.22267 1.06114 2.96681 0.098
C 8.31822 -2.27760 -0.11479 -0.098
C 7.94413 -1.33121 0.88958 -0.125
C 6.77806 -1.75444 1.37229 -0.163
N 6.48461 -2.99652 0.83147 0.000
C 7.45392 -3.36791 0.00794 -0.157
H 9.26081 -2.31828 -0.64041 0.080
H 8.27735 -0.34100 1.16320 0.097
H 6.23722 -1.28439 2.18034 0.105
H 5.73805 -3.60982 1.12577 0.150
H 7.41012 -4.35018 -0.43884 0.110
N 3.63587 6.32116 -1.45544 0.157
C 4.37627 5.43219 -0.82595 -0.735
N 4.25624 5.51619 0.48535 0.151
O 5.34844 4.79356 -1.28527 -0.014
H 3.72169 6.32854 -2.46176 0.111
H 3.16920 7.04324 -0.92543 0.104
H 4.97793 5.12658 1.07482 0.121
H 3.40515 5.92824 0.84025 0.095
N -0.88816 6.07772 1.63916 0.150
C -0.31188 6.86676 0.74637 -0.768
N -1.08612 6.83946 -0.32324 0.143
O 0.68975 7.51997 0.90259 0.041
H -1.74917 5.62373 1.36962 0.103
H -0.64179 6.11977 2.61775 0.116
H -0.73517 7.45956 -1.03907 0.112
H -1.72820 6.11081 -0.60057 0.111
N 7.41674 1.98425 5.80720 0.160
C 6.40121 2.39851 5.10869 -0.847
N 5.31183 2.08806 5.68316 0.164
O 6.47541 2.95542 4.05077 0.053
H 8.28397 1.90850 5.29507 0.122
H 7.28477 1.56634 6.71716 0.108
H 4.45001 2.46719 5.31760 0.125
H 5.27048 1.58018 6.55520 0.114
N 0.83428 -6.55393 3.07812 0.159
C 1.29651 -6.07064 1.93665 -0.772
N 0.43083 -5.98190 0.98731 0.165
O 2.45091 -5.68282 1.71870 -0.011
H -0.14934 -6.74705 3.20180 0.102
H 1.40959 -6.81593 3.86582 0.116
H -0.47287 -6.37729 1.20433 0.110
H 0.69324 -5.57646 0.10026 0.130
C -9.12754 -5.31847 1.00072 -0.083
C -7.91307 -4.28022 1.25313 -0.220
C -7.13100 -3.63313 0.08853 -0.196
C -7.89459 -2.96749 -0.94061 -0.247
N -8.42642 -2.49153 -1.83240 0.141
H -8.86290 -6.26807 0.53561 0.062
H -9.85082 -4.94168 0.27754 0.055
H -9.62142 -5.45003 1.96346 0.063
H -7.25515 -4.89964 1.86270 0.092
H -8.18117 -3.53238 1.99943 0.096
H -6.54138 -4.41074 -0.39702 0.119
H -6.41263 -2.93097 0.51163 0.118
C -3.01254 -3.13473 -6.82611 -0.110
C -3.89415 -2.68928 -5.66348 -0.280
C -3.78407 -3.60572 -4.49809 -0.199
C -2.48573 -4.34723 -4.35694 -0.219
N -1.50187 -4.93251 -4.18622 0.132
H -3.45399 -4.03871 -7.24571 0.080
H -1.95410 -3.20809 -6.57627 0.073
H -3.01194 -2.42800 -7.65595 0.070
H -4.95426 -2.58384 -5.89406 0.113
H -3.59375 -1.67827 -5.38833 0.106
H -4.57378 -4.34129 -4.65100 0.118
H -3.96620 -3.03377 -3.58825 0.117
C 1.36209 1.20632 1.19080 -0.107
C 1.55677 0.72882 -0.24613 -0.258
C 1.34813 -0.79153 -0.36205 -0.184
C -0.03161 -1.24511 -0.05933 -0.223
N -1.11502 -1.62791 0.16115 0.120
H 0.47033 0.66901 1.51353 0.058
H 1.30500 2.29095 1.28247 0.073
H 2.13404 0.77007 1.82474 0.074
H 2.59819 0.91673 -0.50737 0.110
H 0.89262 1.33109 -0.86601 0.106
H 1.92948 -1.21377 0.45762 0.112
H 1.84701 -1.27889 -1.19973 0.118
```

Results
structure (SMILES): c1cc[nH]c1.c1cc[nH]c1.c1cc[nH]c1.NC(N)=O.NC(N)=O.NC(N)=O.NC(N)=O.CCCC#N.CCCC#N.CCCC#N
molecular weight: 648.82 g mol⁻¹
HOMO-LUMO gap: 7.98 eV
highest occupied orbital energy: -0.287 Eh


Here is C20H43FeN2OP3 as an isolated structure at a distorted geometry from the Open Molecules 2025 dataset. Energies are from ωB97M-V with the def2-TZVPD basis set.

Structure (XYZ):
```
70
Properties=species:S:1:pos:R:3:nbo_charge:R:1
Fe -0.32152 -0.90517 -0.39365 0.862
P 0.78443 -2.87229 0.13139 1.080
P -0.90512 -0.71044 -2.43311 0.946
P -1.79408 -0.81774 1.20522 0.854
H 1.79969 2.24474 2.22924 0.200
C 1.92717 1.75029 3.19848 -0.388
C 2.63970 0.61970 3.33659 -0.420
H 3.23578 0.22538 2.50156 0.168
C 2.36404 -3.04301 -0.76869 -0.941
C 0.07810 -4.55509 -0.09384 -0.945
C 1.23264 -2.80490 1.90135 -0.956
C -0.30127 0.94319 -2.93682 -0.951
C -0.12944 -1.81383 -3.67175 -0.927
C -2.67517 -0.70308 -2.86175 -0.928
C -1.01547 -0.00366 2.65304 -0.935
C -2.49471 -2.37855 1.88422 -0.917
C -3.28049 0.19846 0.88044 -0.918
H 1.42596 2.21488 4.05381 0.220
H 2.69329 0.07388 4.28219 0.225
H 3.14796 -2.43608 -0.29902 0.270
H 2.25424 -2.72662 -1.81334 0.258
H 2.66491 -4.09795 -0.74448 0.291
H -0.34017 -4.64395 -1.10737 0.260
H -0.71563 -4.74163 0.63877 0.270
H 0.88549 -5.29172 0.02769 0.283
H 1.56980 -1.79958 2.19296 0.275
H 2.04556 -3.52256 2.07716 0.295
H 0.37758 -3.08639 2.52860 0.265
H -1.09488 1.43784 -3.51036 0.277
H 0.58963 0.82271 -3.56667 0.261
H -0.05138 1.54890 -2.05074 0.277
H -0.83418 -1.96689 -4.49974 0.291
H 0.11670 -2.78609 -3.22432 0.243
H 0.78998 -1.34998 -4.04784 0.266
H -2.76032 -0.57036 -3.94773 0.285
H -3.18591 0.11999 -2.34203 0.264
H -3.12673 -1.66512 -2.57870 0.266
H -1.78684 0.28755 3.37942 0.280
H -0.47831 0.89184 2.31548 0.278
H -0.29477 -0.67611 3.13776 0.260
H -3.39389 -2.13240 2.46692 0.289
H -1.77006 -2.89803 2.52540 0.256
H -2.77540 -3.03715 1.05101 0.254
H -4.03770 -0.02693 1.64517 0.281
H -3.67754 -0.05113 -0.11227 0.250
H -3.02394 1.26603 0.91728 0.275
C -0.93050 3.22840 0.39024 0.380
C -1.81602 3.48368 -0.72885 -0.221
C -3.10462 3.94685 -0.53863 -0.213
C -3.54860 4.34127 0.73162 -0.090
C -2.67676 4.23202 1.82628 -0.215
C -1.38930 3.73533 1.67211 -0.210
O 0.11187 2.50068 0.24285 -0.612
H -0.73743 -2.30248 -0.86247 0.055
H -1.45759 3.20692 -1.71682 0.215
H -3.76775 4.01863 -1.40203 0.246
H -4.55643 4.74517 0.86670 0.254
H -3.02118 4.55474 2.81130 0.255
H -0.71687 3.64698 2.52541 0.236
C 4.11735 0.58406 -2.24992 -0.400
N 3.47312 0.99661 -0.98864 -0.418
C 4.16242 1.98252 -0.14660 -0.410
C 2.32558 0.50927 -0.64126 0.768
N 1.32673 -0.08878 -0.42320 -0.706
H 5.03466 1.16916 -2.36940 0.263
H 3.45145 0.77418 -3.10278 0.223
H 4.35647 -0.48973 -2.23793 0.224
H 3.56434 2.90101 -0.06829 0.243
H 4.31255 1.58477 0.86675 0.234
H 5.12876 2.20779 -0.61331 0.253
```

Results
molecular weight: 476.34 g mol⁻¹
multiplicity: 6
HOMO-LUMO gap (spin up / spin down): 6.75 / 5.82 eV
energy above the lowest of the compared OMol25 structures with the same formula, charge and spin: 2.273 eV
<S²>: 8.8414
highest occupied orbital energy (spin up / spin down): -0.601 / -0.634 Eh
net charge: +3


Here is C35H30N5O4RuSTe as an isolated structure at a distorted geometry from the Open Molecules 2025 dataset. Energies are from ωB97M-V with the def2-TZVPD basis set.

Structure (XYZ):
```
77
Properties=species:S:1:pos:R:3:lowdin_spin:R:1
Ru 0.56299 0.37360 -0.45760 0.925
O -6.64740 0.61696 0.62939 0.000
C -5.92772 1.04608 -0.28146 0.000
O -6.12515 1.67376 -1.33664 0.000
C -4.42206 0.76763 -0.07831 0.000
C -3.66316 1.60377 0.74308 0.000
C -2.29895 1.43852 0.78796 -0.001
N -1.67441 0.47123 0.09456 -0.014
C -2.40970 -0.39148 -0.63156 -0.001
C -3.77532 -0.26645 -0.75754 -0.001
C -1.64202 -1.50117 -1.30003 0.004
O -2.16906 -2.15972 -2.18155 0.005
O -0.44741 -1.63272 -0.83836 0.035
H -4.13765 2.38010 1.32870 0.000
H -1.66518 2.08627 1.38206 0.000
H -4.30543 -0.96658 -1.38783 0.000
N 0.18375 -0.88708 1.57197 0.038
C 0.26143 -0.12665 2.75783 0.000
C -0.84581 -0.02155 3.59066 0.002
C -0.78405 0.75064 4.73931 0.000
C 0.39143 1.41209 5.06381 0.002
C 1.48630 1.31268 4.21835 0.000
C 1.42612 0.56213 3.04689 0.000
C 2.53616 0.58164 2.07490 -0.004
C 3.84845 0.56747 2.55794 -0.002
C 4.93215 0.75671 1.71973 0.003
C 4.71248 0.99232 0.37288 -0.002
C 3.41681 0.96286 -0.12606 -0.001
C 2.31796 0.72610 0.69793 -0.038
H -0.68082 -1.39328 1.45269 0.001
H 0.98394 -1.47238 1.36704 0.001
H -1.75858 -0.55073 3.33741 0.000
H -1.65243 0.83048 5.38031 0.000
H 0.45027 2.01900 5.95773 0.000
H 2.39318 1.85740 4.44941 0.000
H 4.01123 0.39350 3.61469 0.000
H 5.93893 0.72842 2.11693 0.000
H 5.54537 1.18122 -0.29424 0.000
H 3.27080 1.12318 -1.18238 -0.001
C 4.54453 -2.00746 -1.90390 0.000
C 3.23351 -2.79377 -1.92292 0.001
C 2.09513 -1.98130 -2.45745 0.006
N 1.83929 -0.74882 -2.16333 -0.006
N 0.75785 -0.23723 -2.82505 0.046
C 0.17827 -1.09110 -3.61829 0.016
N -0.86555 -0.80896 -4.42801 0.008
S 0.98510 -2.62473 -3.62251 0.002
H 5.35092 -2.63087 -1.51783 0.000
H 4.44993 -1.13437 -1.26327 0.000
H 4.81178 -1.68558 -2.91125 0.000
H 2.98670 -3.12682 -0.91231 0.000
H 3.33875 -3.68141 -2.54631 0.000
H -1.34848 0.05350 -4.21382 0.000
H -1.48409 -1.58138 -4.62417 0.000
Te -0.35888 2.89254 -1.27343 -0.020
C -0.87478 2.91197 -3.32988 0.004
C -2.09202 3.49631 -3.66172 0.000
C -2.49963 3.52552 -4.98858 0.000
C -1.70062 2.96551 -5.97465 0.000
C -0.47902 2.39354 -5.63911 0.000
C -0.05982 2.36921 -4.31610 -0.001
C 1.40045 4.03080 -1.59164 -0.004
C 2.48861 3.46698 -2.24686 -0.001
C 3.62333 4.22961 -2.48093 0.000
C 3.67695 5.54906 -2.05017 -0.001
C 2.59649 6.10506 -1.38068 0.000
C 1.45482 5.34757 -1.15048 -0.002
H -2.72413 3.92496 -2.89323 0.000
H -3.44304 3.98733 -5.24789 0.000
H -2.02718 2.97495 -7.00672 0.000
H 0.14726 1.95299 -6.40436 0.000
H 0.88376 1.91092 -4.05913 0.000
H 2.45203 2.43217 -2.56377 0.000
H 4.46675 3.79091 -2.99988 0.000
H 4.56304 6.14218 -2.23660 0.000
H 2.63703 7.13290 -1.04328 0.000
H 0.61091 5.78389 -0.62981 0.000
```

Results
molecular weight: 845.39 g mol⁻¹
multiplicity: 2
HOMO-LUMO gap (spin up / spin down): 5.99 / 6.36 eV
energy above the lowest of the compared OMol25 structures with the same formula, charge and spin: 3.041 eV
<S²>: 0.7878
highest occupied orbital energy (spin up / spin down): -0.278 / -0.278 Eh


Question: Which formula does entry 4 have?
Answer: C35H30N5O4RuSTe


Question: Which value of molecular weight does entry 3 give?
Answer: 476.34 g mol⁻¹


Question: Among the records above, which one has the lowest molecular weight?
Answer: C20H43FeN2OP3